Entry 1:
A molecular structure, C4H2AgO2, computed with ωB97M-V/def2-TZVPD.

Properties
**HOMO level**: -0.46508 hartree
**LUMO level**: -0.2317 Eh
**Energy**: -12261.4445 eV
**Energy relative to the best compared isomer or geometry (same formula, charge and spin)**: 41.62 kcal per mole
**HOMO-LUMO gap**: 6.3 eV
**Total charge**: +1

The geometry in XYZ format:
```
9
C4H2AgO2, DFT ωB97M-V/def2-TZVPD
O 3.5333 0.2460 -0.1330
H -0.2151 -2.5245 0.0603
H 1.7035 -1.0080 2.1207
Ag -3.2606 0.5343 -1.7925
O -1.7511 -0.8330 -0.2203
C -0.7565 -1.3309 0.2906
C 2.6379 -0.1981 0.4178
C 0.5821 -1.2524 0.2068
C 1.5968 -0.8107 1.0496
```

Atom charges from the natural (NBO) analysis, given in e for atoms 1 to 4: atom 1 (O): -0.3419, atom 2 (H): 0.2067, atom 3 (H): 0.2943, atom 4 (Ag): 0.9877

---

Entry 2:
8 unconnected molecules or ions with the total composition C14H29N3O18, computed with ωB97M-V/def2-TZVPD.

Properties
**HOMO level**: -0.02691 hartree
**LUMO level**: 0.0039 Eh
**Energy**: -56304.2279 eV
**Energy relative to the best compared isomer or geometry (same formula, charge and spin)**: 287.86 kcal per mole
**HOMO-LUMO gap**: 0.8 eV
**Total charge**: -2

The geometry in XYZ format:
```
64
C14H29N3O18, DFT ωB97M-V/def2-TZVPD
O 4.3964 6.8838 -0.0462
H -8.8507 -1.0231 -0.9194
H 1.1819 1.5106 -1.1257
H 2.1508 -4.4350 0.0647
O 3.5484 4.8797 -0.1881
O -6.6299 -0.4961 -3.3610
H 0.9761 2.0175 2.9427
C -7.0271 -0.6083 -2.2060
H 4.0798 -6.4559 0.1124
C -0.3392 0.7626 -1.1574
H 4.0215 -5.3769 1.3727
H 0.7963 -5.0263 -0.2494
O -1.6022 -5.5046 -3.4501
C 0.0780 3.4368 4.2704
C -8.1502 -1.4579 -1.6324
O 3.9776 2.5390 -5.7277
C -1.2411 5.4566 3.1442
H -5.9514 2.3912 -0.5901
H -1.1716 5.9548 4.1111
C -2.2968 -5.2308 -4.4139
C 6.0693 -0.2495 2.4205
H -6.4228 -0.2043 -0.2901
H -2.0939 -3.7230 -3.8877
O 1.5218 -7.3337 1.1695
O 7.0914 -0.0173 3.0726
C -6.6256 1.7409 -1.1473
H -1.1584 5.9563 2.1790
H 4.9206 0.2354 1.1590
H -7.7418 -2.3513 -1.1599
N 1.4212 -4.9466 0.5401
C 4.5391 5.6701 -0.1454
O 5.1219 1.7381 -4.0696
O -2.6465 -4.0085 -4.6190
N 0.0068 4.4802 3.1592
C 3.6091 -6.3453 1.0893
C 0.7178 -4.1472 1.7122
O 5.5406 -1.4054 2.4652
H -5.2527 0.1281 -1.2915
O -0.8675 1.8015 -0.7790
H 1.1130 1.5467 4.6982
H -2.0474 4.7272 3.0674
O -2.8109 -6.1264 -5.1057
O 5.7350 5.1541 -0.1797
H -8.8020 -1.7746 -2.4466
H 5.4983 4.2277 -0.0935
H 3.9740 -7.0570 1.8299
H 0.0915 4.0764 2.2373
C 2.0987 -6.3041 0.9152
N -6.2525 0.2268 -1.1875
O -0.9766 -0.2052 -1.6226
H -0.0933 -3.5509 1.2942
H -7.5975 1.8444 -0.6647
H 2.1280 2.7948 4.0380
C 4.9874 2.5767 -5.1015
O 5.5471 0.7649 1.6577
O -0.5018 3.5695 5.3513
C 1.1333 2.3549 3.9672
H 0.8611 5.0074 3.2701
H 1.4572 -3.4566 2.1177
H -6.7574 2.0314 -2.1896
O 0.9697 0.5785 -1.0373
H 4.2613 1.3775 -4.2954
O 5.9255 3.3171 -5.4210
H 0.3613 -4.9375 2.3728
```

Atom charges from the natural (NBO) analysis, given in e for atoms 1 to 4: atom 1 (O): -0.8179, atom 2 (H): 0.2507, atom 3 (H): 0.4910, atom 4 (H): 0.4495

---

Entry 3:
A molecular structure, C31H52N6O3S4SbScSi3, computed with ωB97M-V/def2-TZVPD.

Properties
**HOMO level**: -0.25065 hartree
**LUMO level**: 0.0040 Eh
**Energy**: -142292.9655 eV
**Energy relative to the best compared isomer or geometry (same formula, charge and spin)**: 59.51 kcal per mole
**HOMO-LUMO gap**: 6.9 eV

The geometry in XYZ format:
```
101
C31H52N6O3S4SbScSi3, DFT ωB97M-V/def2-TZVPD
H 3.5049 2.5520 -2.1667
C -0.6402 2.2882 4.1777
C -2.3322 3.8708 1.0828
H 4.0844 -4.5043 1.3663
H -3.4213 3.7662 -2.8346
N -4.1559 0.7212 -3.4478
H 4.5162 1.4164 1.0040
H 4.8442 -3.9012 -1.9101
N 1.6264 2.9490 2.7193
H -0.0522 -1.3462 -4.8253
H 3.1088 -1.3213 3.4275
H -3.8359 1.2157 1.2111
C -3.4262 1.8297 -3.3795
H -1.4862 -4.5580 1.1226
C 0.2621 -1.5903 -3.8189
H -1.5209 2.5407 -3.2821
C -0.9980 -3.5955 0.9476
H -6.2327 0.5837 -3.7124
H -3.6345 1.1417 -0.9912
C -0.3240 1.6133 3.0000
N -2.0925 1.7314 -3.4648
H 5.5118 -3.5647 0.9492
S -5.0167 3.0829 1.1172
S -1.1034 4.8900 1.8178
H 2.3922 -5.6296 0.2204
C -3.5538 3.7883 1.6870
C 1.3282 -5.5203 0.4287
H 5.4563 -1.0116 -0.2474
H -5.1211 -1.4786 -2.5764
O -1.2927 -0.4379 -0.6082
H 0.8554 -4.6996 3.3036
C -2.0238 5.3115 3.2651
H -1.5326 2.0197 4.7292
C 0.9053 -0.6561 -3.0298
Sc -1.0686 1.2455 0.5231
H 2.5417 4.7366 -0.8184
H 3.3619 -3.2710 -2.6237
C 0.0552 -2.8482 -3.2736
C 2.6381 1.9997 -1.7927
O -2.5889 -1.2138 -2.2450
Si 3.5735 -2.6440 -0.2282
H 0.8630 4.3719 -0.4199
H -4.9706 3.0884 -3.0439
C -4.9822 -0.4968 -0.6390
C 3.0836 -0.5499 2.6591
H 0.7799 -5.8374 -0.4591
C -2.4337 -0.5874 -1.2025
Si 0.8703 -3.7963 1.0459
H 2.4213 -3.9511 3.0183
C 4.1237 2.4162 0.8157
C 3.7749 -3.7513 -1.7342
H -1.3260 -3.2166 -0.0215
H 4.5086 -0.9190 -1.7338
H 2.0300 4.3156 4.1827
C 1.3487 -3.8262 2.8667
C -3.5987 0.1536 -0.5190
N -3.2187 0.4531 0.8707
H 1.7717 2.3361 -2.3714
O -1.5858 5.9835 4.1631
H 4.0816 2.9482 1.7655
N -3.9851 3.0271 -3.2314
S -2.0177 3.2372 -0.5225
Sb 1.2533 -0.7083 1.5468
H 3.0698 0.4332 3.1298
H 3.3136 -4.7340 -1.6369
C 1.7190 -2.3537 0.1155
H 1.1232 0.3348 -3.4174
H -1.3410 -2.8984 1.7154
C 1.8947 4.2542 -0.0794
Si 2.4170 2.4482 0.0191
C 0.2041 3.2756 4.6293
H -0.9602 0.7523 2.7779
C 1.3303 3.5521 3.8565
H 2.0041 4.7783 0.8694
H -3.6172 -0.1429 -3.3624
H 0.0090 3.8346 5.5325
H -5.6529 0.1462 -0.0598
H -3.3596 -0.3525 1.4738
C 0.5012 -3.1048 -1.9955
H -1.6528 0.8228 -3.4079
H 3.9689 -0.6244 2.0316
C 1.1217 1.3916 0.9079
H -5.7293 1.4697 -2.2638
H -6.6410 -0.9115 -1.9147
C -5.5092 0.6056 -2.8976
C 4.4405 -1.0344 -0.6502
H 4.3759 -2.9454 2.1442
C 4.4508 -3.4890 1.2030
C 0.8142 1.9799 2.2389
H -0.4408 -3.6246 -3.8423
H 4.8371 2.9293 0.1642
H -4.9746 -1.4696 -0.1406
S -3.6511 4.6211 3.2366
H 0.3705 -4.0909 -1.5774
H 3.9066 -0.1636 -0.2717
C 1.1313 -2.0963 -1.2517
N 1.3202 -0.8884 -1.7856
H 1.0173 -2.9550 3.4325
C -5.5879 -0.6532 -2.0385
H 2.7904 0.9393 -1.9688
H 1.0811 -6.2285 1.2247
```

Atom charges from the Mulliken analysis, given in e for atoms 1 to 4: atom 1 (H): 0.5149, atom 2 (C): -1.0298, atom 3 (C): -0.2588, atom 4 (H): 0.3126

---

- Look up the energy relative to the best compared isomer or geometry (same formula, charge and spin) of the second one.
  287.86 kcal per mole

---

What did the second record say?
8 unconnected molecules or ions with the total composition C14H29N3O18, computed with ωB97M-V/def2-TZVPD.

Properties
**HOMO level**: -0.02691 hartree
**LUMO level**: 0.0039 Eh
**Energy**: -56304.2279 eV
**Energy relative to the best compared isomer or geometry (same formula, charge and spin)**: 287.86 kcal per mole
**HOMO-LUMO gap**: 0.8 eV
**Total charge**: -2

The geometry in XYZ format:
```
64
C14H29N3O18, DFT ωB97M-V/def2-TZVPD
O 4.3964 6.8838 -0.0462
H -8.8507 -1.0231 -0.9194
H 1.1819 1.5106 -1.1257
H 2.1508 -4.4350 0.0647
O 3.5484 4.8797 -0.1881
O -6.6299 -0.4961 -3.3610
H 0.9761 2.0175 2.9427
C -7.0271 -0.6083 -2.2060
H 4.0798 -6.4559 0.1124
C -0.3392 0.7626 -1.1574
H 4.0215 -5.3769 1.3727
H 0.7963 -5.0263 -0.2494
O -1.6022 -5.5046 -3.4501
C 0.0780 3.4368 4.2704
C -8.1502 -1.4579 -1.6324
O 3.9776 2.5390 -5.7277
C -1.2411 5.4566 3.1442
H -5.9514 2.3912 -0.5901
H -1.1716 5.9548 4.1111
C -2.2968 -5.2308 -4.4139
C 6.0693 -0.2495 2.4205
H -6.4228 -0.2043 -0.2901
H -2.0939 -3.7230 -3.8877
O 1.5218 -7.3337 1.1695
O 7.0914 -0.0173 3.0726
C -6.6256 1.7409 -1.1473
H -1.1584 5.9563 2.1790
H 4.9206 0.2354 1.1590
H -7.7418 -2.3513 -1.1599
N 1.4212 -4.9466 0.5401
C 4.5391 5.6701 -0.1454
O 5.1219 1.7381 -4.0696
O -2.6465 -4.0085 -4.6190
N 0.0068 4.4802 3.1592
C 3.6091 -6.3453 1.0893
C 0.7178 -4.1472 1.7122
O 5.5406 -1.4054 2.4652
H -5.2527 0.1281 -1.2915
O -0.8675 1.8015 -0.7790
H 1.1130 1.5467 4.6982
H -2.0474 4.7272 3.0674
O -2.8109 -6.1264 -5.1057
O 5.7350 5.1541 -0.1797
H -8.8020 -1.7746 -2.4466
H 5.4983 4.2277 -0.0935
H 3.9740 -7.0570 1.8299
H 0.0915 4.0764 2.2373
C 2.0987 -6.3041 0.9152
N -6.2525 0.2268 -1.1875
O -0.9766 -0.2052 -1.6226
H -0.0933 -3.5509 1.2942
H -7.5975 1.8444 -0.6647
H 2.1280 2.7948 4.0380
C 4.9874 2.5767 -5.1015
O 5.5471 0.7649 1.6577
O -0.5018 3.5695 5.3513
C 1.1333 2.3549 3.9672
H 0.8611 5.0074 3.2701
H 1.4572 -3.4566 2.1177
H -6.7574 2.0314 -2.1896
O 0.9697 0.5785 -1.0373
H 4.2613 1.3775 -4.2954
O 5.9255 3.3171 -5.4210
H 0.3613 -4.9375 2.3728
```

Atom charges from the natural (NBO) analysis, given in e for atoms 1 to 4: atom 1 (O): -0.8179, atom 2 (H): 0.2507, atom 3 (H): 0.4910, atom 4 (H): 0.4495

---

- Among the records above, which one has the lowest LUMO level?
  C4H2AgO2